# 1
The molecule C30H28N2O2. Source: OMol25; level of theory: wB97M-V/def2-TZVPD.

* structure (SMILES): O=[N+]([O-])[C@@H](c1ccccc1)[C@H](/C=C/N(Cc1ccccc1)Cc1ccccc1)c1ccccc1
* E_HOMO: -7.639 eV
* energy above the lowest of the compared OMol25 structures with the same formula, charge and spin: 107.0 kcal per mole
* F_max: 0.088 Eh/bohr

CARTESIAN COORDINATES (ANGSTROEM)
O -3.057 -3.717 -0.647
N -2.021 -3.170 -1.039
O -1.718 -3.155 -2.258
C -1.075 -2.417 -0.111
C 0.356 -2.940 -0.321
C 0.867 -2.770 -1.593
C 2.238 -2.951 -1.861
C 3.059 -3.400 -0.844
C 2.540 -3.723 0.404
C 1.173 -3.510 0.688
C -1.494 -0.774 -0.365
C -0.592 0.127 0.370
C 0.618 0.592 -0.166
N 1.251 1.727 0.292
C 2.621 1.961 -0.145
C 3.587 0.855 0.176
C 4.708 0.664 -0.652
C 5.609 -0.360 -0.356
C 5.406 -1.179 0.744
C 4.305 -0.973 1.562
C 3.400 0.046 1.297
C 0.628 2.663 1.194
C -0.648 3.314 0.691
C -1.765 3.445 1.543
C -2.962 3.973 1.054
C -3.040 4.391 -0.266
C -1.916 4.357 -1.075
C -0.729 3.779 -0.620
C -2.946 -0.585 -0.214
C -3.824 -0.709 -1.319
C -5.199 -0.708 -1.106
C -5.721 -0.587 0.177
C -4.857 -0.372 1.247
C -3.502 -0.338 1.051
H -1.355 -2.521 0.932
H 0.238 -2.425 -2.405
H 2.655 -2.691 -2.843
H 4.164 -3.465 -1.025
H 3.223 -4.052 1.186
H 0.781 -3.696 1.651
H -1.133 -1.015 -1.394
H -0.918 0.525 1.353
H 1.071 0.064 -1.033
H 2.938 2.894 0.311
H 2.624 2.157 -1.212
H 4.844 1.315 -1.512
H 6.471 -0.508 -1.011
H 6.126 -1.970 0.960
H 4.145 -1.624 2.411
H 2.559 0.212 1.959
H 0.410 2.167 2.123
H 1.344 3.441 1.449
H -1.666 3.133 2.589
H -3.828 4.063 1.737
H -3.984 4.795 -0.647
H -1.941 4.759 -2.084
H 0.149 3.710 -1.254
H -3.421 -0.792 -2.321
H -5.862 -0.854 -1.955
H -6.818 -0.664 0.332
H -5.271 -0.299 2.245
H -2.845 -0.217 1.927

Results of the Mulliken charge analysis, in e, for atoms 1 through 5:
1 O -0.630
2 N 1.211
3 O -0.604
4 C -0.832
5 C 0.572

# 2
C17H39BBrFIN5O5 as an isolated structure. Source: OMol25; level of theory: wB97M-V/def2-TZVPD.

* E_HOMO: -9.039 eV
* energy above the lowest of the compared OMol25 structures with the same formula, charge and spin: 0.0 kcal per mole
* F_max: 0.006 Eh/bohr

CARTESIAN COORDINATES (ANGSTROEM)
C 2.650 -2.202 7.638
C 1.380 -3.005 7.400
F 1.433 -3.555 6.100
B 0.093 -2.096 7.561
Br -0.896 -2.216 9.173
I -0.444 -0.715 6.081
H 2.596 -1.684 8.599
H 2.764 -1.448 6.858
H 3.523 -2.854 7.643
H 1.343 -3.855 8.089
C -0.353 1.719 1.676
C -1.330 1.102 2.648
O -1.207 1.226 3.860
N -2.344 0.367 2.131
C -2.642 0.120 0.733
H 0.392 2.277 2.233
H 0.148 0.951 1.087
H -0.854 2.395 0.983
H -2.934 -0.062 2.826
H -3.645 0.478 0.488
H -2.576 -0.939 0.492
H -1.929 0.638 0.102
C -1.793 -3.010 -3.637
C -2.240 -1.775 -2.889
O -1.630 -1.359 -1.919
N -3.357 -1.140 -3.334
C -4.203 -1.494 -4.454
H -0.899 -3.385 -3.149
H -2.562 -3.783 -3.618
H -1.567 -2.781 -4.680
H -3.607 -0.331 -2.787
H -4.236 -0.692 -5.194
H -5.223 -1.705 -4.128
H -3.816 -2.383 -4.941
C -0.227 1.597 -2.267
C 0.697 2.714 -1.836
O 1.454 2.597 -0.886
N 0.659 3.870 -2.554
C -0.155 4.194 -3.710
H -0.077 0.744 -1.614
H -1.271 1.910 -2.215
H -0.022 1.291 -3.294
H 1.275 4.585 -2.198
H 0.470 4.430 -4.572
H -0.781 5.065 -3.514
H -0.800 3.358 -3.964
C 4.199 6.478 -6.235
C 3.153 5.872 -5.326
O 2.005 6.287 -5.307
N 3.539 4.838 -4.531
C 4.848 4.229 -4.423
H 3.725 7.279 -6.794
H 5.033 6.884 -5.662
H 4.594 5.738 -6.931
H 2.800 4.460 -3.958
H 4.814 3.172 -4.693
H 5.237 4.311 -3.407
H 5.543 4.726 -5.092
C -0.703 -3.786 3.612
C -1.701 -4.825 3.160
O -2.675 -4.546 2.481
N -1.471 -6.110 3.551
C -0.386 -6.612 4.366
H -1.023 -2.819 3.236
H -0.642 -3.743 4.698
H 0.295 -4.008 3.232
H -2.164 -6.763 3.222
H 0.209 -7.350 3.824
H -0.760 -7.078 5.280
H 0.270 -5.796 4.653

Results of the Mulliken charge analysis, in e, for atoms 1 through 5:
1 C -1.274
2 C 0.352
3 F -0.263
4 B 0.066
5 Br -0.214

# 3
C12H26AsN7O8PSV as an isolated structure. Source: OMol25; level of theory: wB97M-V/def2-TZVPD.

* 2S+1: 2
* net charge: +3
* E_HOMO (spin up / spin down): -17.615 / -17.619 eV
* energy above the lowest of the compared OMol25 structures with the same formula, charge and spin: 14.5 kcal per mole
* F_max: 0.026 Eh/bohr

CARTESIAN COORDINATES (ANGSTROEM)
V -0.015 0.150 0.112
O 1.836 -3.491 -0.839
As 1.874 -1.798 -1.277
O 1.443 -1.466 -2.797
O 0.456 -1.480 -0.189
C 3.531 -1.173 -0.538
C 4.630 -1.890 -0.968
C 5.912 -1.500 -0.568
C 6.099 -0.409 0.253
C 5.005 0.338 0.691
C 3.740 -0.048 0.297
S 2.389 0.924 0.770
O 1.457 0.091 1.611
O 2.746 2.190 1.285
O 1.566 0.967 -0.552
H 1.963 -4.067 -1.608
H 4.523 -2.746 -1.621
H 6.767 -2.062 -0.919
H 7.097 -0.120 0.552
H 5.138 1.210 1.317
C -1.498 5.335 0.218
N -1.148 4.082 0.913
C -0.804 4.159 2.346
C -1.107 2.914 0.306
N -0.715 1.790 0.906
N -1.515 2.867 -1.016
C -1.390 1.824 -1.909
N -1.764 2.095 -3.158
N -0.955 0.654 -1.531
H -1.065 6.159 0.776
H -2.579 5.472 0.173
H -1.056 5.363 -0.777
H -0.953 5.181 2.674
H 0.241 3.888 2.499
H -1.464 3.518 2.930
H -0.507 1.930 1.888
H -1.939 3.707 -1.375
H -2.036 3.019 -3.453
H -1.662 1.401 -3.881
H -0.809 -0.013 -2.289
N -4.638 -2.883 -0.792
C -4.104 -2.178 0.426
P -2.264 -2.109 0.271
O -1.767 -0.814 0.909
O -2.065 -2.395 -1.180
C -1.674 -3.520 1.287
N -0.193 -3.543 1.544
H -5.499 -2.457 -1.138
H -4.833 -3.871 -0.624
H -3.881 -2.817 -1.509
H -4.507 -2.635 1.328
H -4.447 -1.145 0.388
H -1.912 -4.447 0.767
H -2.174 -3.513 2.256
H 0.043 -4.276 2.216
H 0.136 -2.651 1.919
H 0.346 -3.714 0.680

Results of the Mulliken charge analysis, in e, for atoms 1 through 5:
1 V 0.201
2 O -0.672
3 As 1.179
4 O -0.688
5 O -0.421